1.
35
Properties=species:S:1:pos:R:3:forces:R:3:nbo_charge:R:1 method="wB97M-V/def2-TZVPD" de_lowest_ev=0.160 homo_lumo_gap_ev=9.7 largest_force_ev_per_a=2.063
C 1.115 -2.631 -2.687 0.833 -0.892 -1.195 -0.088
C -0.148 -2.147 -3.408 0.697 -0.216 0.668 -0.101
O 0.001 -0.739 -3.578 0.178 0.260 -0.312 -0.762
O 2.163 -2.644 -3.686 -0.158 -1.814 0.970 -0.730
H 1.061 -3.697 -2.279 -0.141 1.537 -0.574 0.195
H 1.444 -1.930 -1.897 -0.640 -0.371 -0.074 0.177
H -0.969 -2.310 -2.767 -1.246 -0.116 0.779 0.182
H -0.357 -2.665 -4.352 0.478 0.062 0.187 0.187
H -0.116 -0.489 -4.496 -0.083 0.008 -0.054 0.490
H 2.279 -1.769 -3.993 0.159 1.502 -0.414 0.461
C -0.494 0.489 1.402 -0.451 -0.169 0.479 -0.080
C 0.269 -0.104 0.268 -0.072 -0.181 -1.865 -0.095
O -0.630 -0.214 -0.878 0.600 0.081 0.347 -0.772
O -1.646 -0.288 1.761 0.748 -0.020 0.721 -0.737
H -0.796 1.510 1.127 0.105 -0.124 0.209 0.171
H 0.206 0.511 2.271 -0.806 0.094 -0.349 0.182
H 0.695 -1.103 0.507 -0.221 0.548 -0.031 0.169
H 1.061 0.611 -0.015 0.086 -0.383 0.329 0.173
H -0.140 -0.153 -1.724 -0.323 -0.046 0.645 0.497
H -2.358 -0.219 1.123 0.246 0.261 -0.444 0.482
C -2.723 -2.568 5.006 0.674 0.366 -1.049 -0.510
Br -4.265 -3.688 5.211 0.128 0.050 0.081 0.102
Br -1.185 -3.172 6.033 -0.398 0.061 -0.076 0.077
Br -3.115 -0.695 5.356 0.035 -0.458 0.020 0.088
H -2.396 -2.615 3.942 -0.416 0.043 0.979 0.243
C 4.161 2.418 3.237 0.070 1.782 0.134 -0.440
Br 3.130 3.169 1.726 0.703 -0.590 0.406 0.066
Br 3.765 3.608 4.781 0.288 -0.730 -0.528 0.062
Br 6.114 2.353 2.950 -1.330 -0.144 -0.003 0.095
H 3.733 1.460 3.466 0.241 -0.337 -0.020 0.217
C -1.919 3.859 -2.808 -0.036 0.262 -0.553 -0.494
Br -2.685 3.459 -4.523 -0.365 -0.064 -0.222 0.078
Br -3.256 4.074 -1.446 0.320 0.121 -0.137 0.110
Br -0.674 5.317 -3.029 -0.166 0.107 0.385 0.086
H -1.323 3.003 -2.603 0.262 -0.490 0.559 0.218

---

2.
52
Properties=species:S:1:pos:R:3:forces:R:3:nbo_charge:R:1 method="wB97M-V/def2-TZVPD" de_lowest_ev=0.566 homo_lumo_gap_ev=8.4 total_charge=+1 largest_force_ev_per_a=0.805 smiles=COc1cc(C[NH2+]CCc2ccccc2)cc(Br)c1OC1CCCC1
C 3.556 0.378 -1.776 0.194 0.142 -0.060 -0.254
O 2.506 -0.534 -1.542 -0.318 -0.226 0.193 -0.493
C 1.834 -0.499 -0.365 -0.083 -0.071 -0.092 0.249
C 2.104 0.421 0.641 0.050 -0.014 0.025 -0.286
C 1.417 0.409 1.852 -0.090 -0.107 -0.028 -0.092
C 1.711 1.420 2.923 0.398 -0.550 -0.169 -0.231
N 0.562 2.371 3.036 -0.214 0.013 0.250 -0.545
C 0.375 3.246 1.851 -0.205 0.483 -0.516 -0.225
C -1.103 3.630 1.746 0.004 -0.211 0.023 -0.443
C -1.928 2.367 1.710 -0.097 0.169 0.085 -0.067
C -2.452 1.836 2.887 -0.160 0.101 -0.143 -0.231
C -3.159 0.643 2.865 -0.001 -0.138 0.024 -0.198
C -3.335 -0.035 1.673 -0.043 0.049 0.073 -0.192
C -2.803 0.481 0.501 0.009 0.029 -0.036 -0.178
C -2.099 1.671 0.519 -0.030 -0.002 0.051 -0.209
C 0.422 -0.532 2.062 0.184 0.032 -0.118 -0.259
C 0.134 -1.434 1.058 -0.166 -0.203 -0.160 -0.117
Br -1.213 -2.736 1.317 0.128 0.073 0.180 0.108
C 0.806 -1.455 -0.171 -0.046 0.157 0.269 0.338
O 0.395 -2.414 -0.999 0.069 0.036 0.257 -0.499
C 0.820 -2.555 -2.356 0.374 -0.044 -0.712 0.096
C 0.223 -1.459 -3.256 -0.140 -0.114 0.194 -0.428
C -1.004 -2.104 -3.897 0.120 0.014 -0.126 -0.404
C -0.544 -3.538 -4.135 -0.087 0.012 0.076 -0.400
C 0.221 -3.882 -2.856 0.069 0.071 0.009 -0.426
H 4.356 0.266 -1.039 -0.036 0.011 -0.007 0.185
H 3.940 0.125 -2.762 0.015 0.069 0.075 0.217
H 3.198 1.412 -1.785 -0.001 -0.027 0.024 0.177
H 2.889 1.145 0.497 0.113 0.089 -0.069 0.225
H 2.615 1.988 2.695 -0.122 0.071 0.079 0.230
H 1.837 0.927 3.889 -0.063 0.180 0.002 0.237
H -0.323 1.815 3.101 0.444 0.150 0.137 0.478
H 0.644 2.939 3.885 -0.082 -0.122 -0.127 0.431
H 0.660 2.666 0.971 0.037 0.012 0.166 0.239
H 1.020 4.122 1.932 0.073 -0.129 0.116 0.230
H -1.394 4.254 2.592 -0.013 0.059 -0.007 0.224
H -1.252 4.209 0.835 0.070 0.062 0.027 0.252
H -2.371 2.388 3.816 0.010 0.085 0.092 0.208
H -3.578 0.251 3.779 -0.063 -0.043 0.095 0.228
H -3.887 -0.960 1.655 -0.056 -0.090 -0.007 0.235
H -2.945 -0.045 -0.430 0.001 -0.076 -0.118 0.231
H -1.696 2.076 -0.397 0.051 0.040 -0.146 0.218
H -0.120 -0.591 2.993 -0.095 -0.020 0.153 0.230
H 1.911 -2.560 -2.391 -0.214 -0.031 0.049 0.202
H -0.022 -0.564 -2.683 0.113 0.087 0.003 0.208
H 0.950 -1.187 -4.020 0.060 0.045 -0.029 0.214
H -1.308 -1.599 -4.811 -0.107 0.040 -0.001 0.218
H -1.841 -2.096 -3.197 -0.083 0.020 0.020 0.197
H -1.371 -4.222 -4.314 0.011 -0.068 -0.092 0.221
H 0.126 -3.574 -4.995 -0.011 -0.020 -0.085 0.201
H 0.985 -4.638 -3.017 0.013 -0.060 0.076 0.221
H -0.465 -4.246 -2.090 0.016 -0.035 0.021 0.226